Entry 1:
{
  "formula": "C33H88HfO15S",
  "method": "wB97M-V/def2-TZVPD",
  "symbols": ["Hf", "S", "O", "O", "O", "O", "C", "C", "C", "O", "H", "H", "H", "H", "H", "H", "H", "H", "C", "C", "C", "O", "H", "H", "H", "H", "H", "H", "H", "H", "C", "C", "C", "O", "H", "H", "H", "H", "H", "H", "H", "H", "C", "C", "C", "O", "H", "H", "H", "H", "H", "H", "H", "H", "C", "C", "C", "O", "H", "H", "H", "H", "H", "H", "H", "H", "C", "C", "C", "O", "H", "H", "H", "H", "H", "H", "H", "H", "C", "C", "C", "O", "H", "H", "H", "H", "H", "H", "H", "H", "C", "C", "C", "O", "H", "H", "H", "H", "H", "H", "H", "H", "C", "C", "C", "O", "H", "H", "H", "H", "H", "H", "H", "H", "C", "C", "C", "O", "H", "H", "H", "H", "H", "H", "H", "H", "C", "C", "C", "O", "H", "H", "H", "H", "H", "H", "H", "H"],
  "coordinates": [[2.73423, -0.34627, -0.07933], [-0.23924, 0.09534, -0.10029], [-0.71432, 1.39547, 0.38066], [0.68237, -0.54142, 0.86308], [-1.17947, -0.80887, -0.67794], [0.89878, 0.34944, -1.02868], [3.50365, -3.40164, -3.39985], [3.44538, -1.89094, -3.29884], [2.88036, -1.24892, -4.52793], [2.61146, -1.60865, -2.25444], [4.35749, -3.65202, -4.02942], [2.55964, -3.74234, -3.82513], [3.74496, -3.98110, -2.50874], [4.41904, -1.45312, -3.07881], [2.81762, -0.17157, -4.37465], [1.93693, -1.65046, -4.89780], [3.51206, -1.37435, -5.40731], [1.81623, -2.11645, -2.43148], [2.48012, 4.14550, 1.34424], [3.20690, 2.78422, 1.37157], [3.86834, 2.48794, 2.69424], [2.22652, 1.81846, 1.15940], [1.88431, 4.40782, 2.21848], [1.76485, 4.21895, 0.52502], [3.10256, 5.03690, 1.26621], [3.96019, 2.75349, 0.58436], [4.43079, 3.39415, 2.91907], [4.59760, 1.67978, 2.63813], [3.15458, 2.35088, 3.50656], [1.47206, 2.10023, 1.68188], [-1.69683, -4.92082, 1.71917], [-1.92348, -3.67697, 0.90057], [-2.62368, -2.64569, 1.78778], [-0.74366, -3.04052, 0.59257], [-2.55895, -5.25079, 2.29878], [-0.82474, -4.94445, 2.37262], [-1.49432, -5.69979, 0.98413], [-2.49936, -3.91366, 0.00589], [-1.95873, -2.07231, 2.43368], [-3.38470, -3.12023, 2.40726], [-3.08218, -1.91002, 1.12696], [-0.96565, -2.25661, 0.08482], [-1.52381, 0.77245, 3.89397], [-0.97719, 2.21883, 3.77693], [-0.23683, 2.68825, 5.03206], [-0.09165, 2.31904, 2.66393], [-2.06715, 0.42130, 3.01672], [-2.16166, 0.65727, 4.77032], [-0.68646, 0.07713, 3.95297], [-1.86485, 2.82525, 3.59691], [0.18983, 3.65648, 4.77017], [0.63917, 2.07022, 5.22899], [-0.92086, 2.85818, 5.86351], [-0.53072, 1.98707, 1.87742], [-2.70267, 4.81667, -1.07119], [-1.53512, 4.91180, -0.17841], [-1.77105, 4.83055, 1.27161], [-0.54847, 3.98723, -0.60561], [-2.46402, 5.26968, -2.03345], [-3.64671, 5.23320, -0.71992], [-2.88857, 3.76625, -1.29513], [-1.13017, 5.91683, -0.29700], [-0.86258, 4.89971, 1.86993], [-2.24977, 3.88152, 1.51300], [-2.51057, 5.56609, 1.58814], [-0.70604, 3.06317, -0.39854], [-6.80181, 0.97678, 1.53204], [-5.50041, 1.13878, 0.89998], [-4.28748, 0.84885, 1.77373], [-5.49904, 0.29054, -0.27836], [-7.55019, 0.86855, 0.74697], [-7.12332, 1.86303, 2.07913], [-6.89907, 0.09145, 2.16041], [-5.45107, 2.19781, 0.64674], [-4.32516, -0.14254, 2.22519], [-4.27018, 1.47541, 2.66548], [-3.32369, 0.94586, 1.27393], [-4.73659, 0.48589, -0.82800], [-4.01010, 1.82092, -3.51859], [-2.91157, 0.82055, -3.11228], [-1.46297, 1.44001, -3.02766], [-3.21911, 0.29047, -1.85919], [-3.97781, 2.09773, -4.57236], [-4.06697, 2.69135, -2.86497], [-4.98901, 1.35186, -3.41948], [-2.87734, -0.00170, -3.82701], [-1.15402, 1.92348, -3.95444], [-0.69660, 0.68421, -2.85578], [-1.44168, 2.19688, -2.24358], [-2.43800, -0.14529, -1.51050], [-2.22225, -3.00664, -2.95606], [-0.74194, -3.45078, -3.04097], [-0.25652, -3.90353, -4.47814], [-0.01509, -2.31090, -2.60559], [-2.61319, -2.52977, -3.85488], [-2.52409, -2.49408, -2.04268], [-2.82026, -3.91685, -2.91120], [-0.52862, -4.24563, -2.32626], [-1.12015, -4.46350, -4.83686], [0.50732, -4.66954, -4.34444], [0.01416, -3.03826, -5.08323], [-0.55590, -1.77916, -2.01706], [2.49520, -4.54503, 1.74778], [2.65258, -4.08971, 0.33083], [1.82658, -4.91894, -0.70826], [2.12643, -2.73258, 0.24712], [3.19847, -4.03231, 2.40401], [2.84079, -5.57079, 1.87615], [1.50991, -4.35160, 2.17192], [3.70763, -4.04735, 0.06035], [2.07555, -5.97588, -0.80313], [1.80425, -4.48778, -1.70912], [0.79237, -4.83138, -0.37532], [1.23332, -3.00023, 0.47584], [4.09668, 3.53510, -2.30881], [2.89362, 2.51310, -2.18595], [2.16783, 2.36222, -3.52041], [3.47836, 1.23390, -1.80049], [4.86390, 3.22886, -3.01993], [4.58896, 3.64065, -1.34206], [3.75905, 4.52597, -2.61260], [2.17441, 2.86681, -1.44722], [2.90832, 2.20039, -4.30371], [1.70500, 3.24144, -3.96860], [1.48391, 1.51415, -3.48688], [4.22410, 1.18718, -2.40323], [1.37541, -1.85691, 3.81556], [2.19326, -0.61423, 3.51140], [3.12369, -0.29008, 4.68676], [3.00446, -0.84053, 2.39359], [0.65543, -1.71043, 4.62070], [2.03005, -2.72054, 3.93256], [0.66045, -2.04787, 3.01528], [1.55091, 0.20936, 3.19966], [2.68033, 0.18930, 5.55952], [4.03124, 0.28834, 4.51387], [3.38410, -1.28150, 5.05739], [3.66142, -1.46612, 2.70765]],
  "total_charge": 2,
  "total_energy_ha": -2884.41318
}

Entry 2:
{
  "formula": "C33H91N8O9",
  "method": "wB97M-V/def2-TZVPD",
  "symbols": ["C", "O", "H", "H", "H", "C", "C", "C", "O", "C", "N", "H", "H", "H", "H", "H", "H", "H", "H", "H", "H", "H", "C", "C", "C", "O", "C", "N", "H", "H", "H", "H", "H", "H", "H", "H", "H", "H", "H", "C", "C", "C", "O", "C", "N", "H", "H", "H", "H", "H", "H", "H", "H", "H", "H", "H", "C", "C", "C", "O", "C", "N", "H", "H", "H", "H", "H", "H", "H", "H", "H", "H", "H", "C", "C", "C", "O", "C", "N", "H", "H", "H", "H", "H", "H", "H", "H", "H", "H", "H", "C", "C", "C", "O", "C", "N", "H", "H", "H", "H", "H", "H", "H", "H", "H", "H", "H", "C", "C", "C", "O", "C", "N", "H", "H", "H", "H", "H", "H", "H", "H", "H", "H", "H", "C", "C", "C", "O", "C", "N", "H", "H", "H", "H", "H", "H", "H", "H", "H", "H", "H"],
  "coordinates": [[-0.36548, 0.79969, 1.09002], [-0.22344, 0.10115, 2.26245], [0.44805, 0.79826, 0.36456], [-1.21367, 0.47743, 0.48602], [-0.51632, 1.86676, 1.25342], [5.82643, -9.43776, 3.64232], [4.83731, -8.25327, 3.83696], [4.03107, -8.04488, 2.51813], [3.03523, -7.02453, 2.72608], [2.44142, -6.66604, 1.50049], [4.01449, -8.45209, 4.99620], [6.51661, -9.30381, 2.80937], [5.31434, -10.37142, 3.40966], [6.29224, -9.55084, 4.62126], [5.44603, -7.36545, 4.00820], [3.44622, -8.90627, 2.19555], [4.70091, -7.76266, 1.70587], [2.09312, -7.52329, 0.92437], [3.07744, -6.03518, 0.87953], [1.67654, -5.89615, 1.60217], [4.61647, -8.66008, 5.78008], [3.51621, -9.31416, 4.82693], [0.68899, 2.29752, 10.96292], [0.20294, 2.64891, 9.50501], [-0.10867, 4.14725, 9.32896], [1.02719, 4.92767, 9.68286], [1.13341, 6.19205, 9.08791], [1.20546, 2.13803, 8.61299], [0.02224, 2.66880, 11.74119], [1.61408, 2.76674, 11.29779], [0.74085, 1.20878, 10.97042], [-0.78335, 2.24461, 9.27725], [-1.02636, 4.38390, 9.86741], [-0.25132, 4.41904, 8.28308], [1.32749, 6.00681, 8.03144], [1.98413, 6.73851, 9.49504], [0.16743, 6.69663, 9.10708], [1.01725, 2.33244, 7.63991], [2.06421, 2.64105, 8.78511], [7.70480, 8.71917, -3.87090], [6.93692, 7.48380, -3.43232], [6.46464, 7.61159, -1.96611], [6.02815, 6.31622, -1.47945], [6.02604, 6.13421, -0.06068], [5.74466, 7.38687, -4.29568], [7.26017, 9.58681, -3.38346], [7.71881, 8.95842, -4.93422], [8.76260, 8.68449, -3.61024], [7.55387, 6.59226, -3.54469], [5.73874, 8.37419, -1.68396], [7.38355, 7.86287, -1.43642], [7.05272, 5.93054, 0.24355], [5.54400, 5.17720, 0.13897], [5.61735, 6.95303, 0.53145], [5.99730, 7.00674, -5.19667], [5.19536, 6.61623, -3.94285], [4.78015, 0.29655, -6.44226], [4.22683, -0.09307, -5.06280], [5.14665, -0.95591, -4.19460], [5.38079, -2.11975, -4.96240], [6.27314, -3.04312, -4.35006], [3.84438, 1.15436, -4.36250], [5.10881, -0.58695, -6.98954], [5.53723, 1.06862, -6.30501], [4.02639, 0.72524, -7.10269], [3.32441, -0.67893, -5.23749], [4.65855, -1.17240, -3.24434], [6.10609, -0.47702, -3.99905], [5.89898, -4.04752, -4.54824], [6.32408, -2.99937, -3.26213], [7.27050, -2.95819, -4.78154], [3.37385, 0.87172, -3.51468], [4.67007, 1.59666, -3.98472], [-2.54534, 5.06372, -5.19980], [-1.80568, 6.31942, -4.85456], [-1.69358, 6.50322, -3.36712], [-0.99912, 7.69711, -3.05785], [-0.86141, 7.86353, -1.66690], [-0.49120, 6.10989, -5.50441], [-3.46593, 4.92977, -4.63177], [-1.92899, 4.21526, -4.90260], [-2.79952, 5.03803, -6.25944], [-2.29663, 7.16683, -5.33306], [-1.08123, 5.68414, -2.98998], [-2.65955, 6.50631, -2.86213], [-0.33630, 7.04761, -1.17028], [-1.81033, 8.03221, -1.15779], [-0.28651, 8.77920, -1.52858], [-0.09503, 5.29339, -5.06115], [0.14337, 6.84923, -5.23834], [-3.60434, -10.62355, 3.48245], [-3.08075, -9.16693, 3.68188], [-4.13694, -8.08398, 3.34653], [-3.51990, -6.77904, 3.37955], [-4.51750, -5.88387, 3.01176], [-2.62285, -9.01858, 5.04919], [-2.83481, -11.34989, 3.74389], [-3.98048, -10.75406, 2.46777], [-4.51000, -10.79532, 4.06417], [-2.20388, -9.06730, 3.04214], [-4.99879, -8.18342, 4.00640], [-4.54494, -8.27983, 2.35493], [-4.14664, -4.86226, 2.92882], [-5.38751, -5.88200, 3.66840], [-4.75157, -6.10515, 1.97044], [-3.44676, -9.21866, 5.59804], [-2.07593, -9.85416, 5.20012], [-4.35176, -4.09321, -9.83093], [-2.78489, -4.18485, -9.79697], [-2.18546, -3.63617, -8.51608], [-2.81751, -4.20276, -7.40523], [-2.29943, -3.69298, -6.17812], [-2.49255, -5.59541, -10.11412], [-4.73804, -4.52294, -10.75517], [-4.73791, -3.07868, -9.73238], [-4.82661, -4.70454, -9.06354], [-2.37795, -3.62582, -10.63958], [-2.32181, -2.55766, -8.43655], [-1.11233, -3.82380, -8.55198], [-2.56965, -2.63866, -6.11905], [-1.24348, -3.88087, -5.98376], [-2.87141, -4.20966, -5.40742], [-3.01786, -6.21569, -9.51462], [-1.56844, -5.79085, -9.75644], [-7.43246, 2.90759, 1.73170], [-7.45157, 4.23090, 2.44907], [-8.78122, 4.43688, 3.20211], [-8.88824, 3.39929, 4.20463], [-10.18445, 3.45692, 4.86595], [-6.40623, 4.28906, 3.48269], [-6.54645, 2.68103, 1.13862], [-8.25061, 2.86850, 1.01253], [-7.67788, 2.10386, 2.42588], [-7.20050, 4.97825, 1.69639], [-9.55562, 4.40407, 2.43574], [-8.78760, 5.42433, 3.66363], [-10.23865, 4.43499, 5.34402], [-10.42657, 2.66929, 5.57948], [-11.06362, 3.51866, 4.22459], [-5.50619, 3.98829, 3.13691], [-6.62622, 3.56271, 4.14911]],
  "total_charge": -1,
  "e_above_lowest_ev": 3.279
}